Record 1
Here is a 7-piece molecular cluster, C11H36N6O7 overall from the Open Molecules 2025 dataset. Energies are from ωB97M-V with the def2-TZVPD basis set.

* energy above the lowest of the compared OMol25 structures with the same formula, charge and spin: 5.6597 eV
* E_tot: -1295.802563 a.u.
* highest occupied orbital energy: -8.5 eV

Positions of all 60 atoms, in Å:
N1 0.200 -0.087 -0.324
C1 1.203 0.184 0.439
N2 2.263 0.703 -0.166
O1 1.331 -0.161 1.784
H1 -0.676 -0.230 0.236
H2 0.005 0.269 -1.257
H3 3.021 0.889 0.456
H4 2.260 0.957 -1.230
N3 1.490 -2.435 -1.149
C2 2.450 -2.318 -2.082
N4 3.126 -3.438 -2.286
O2 2.591 -1.130 -2.798
H5 1.032 -1.579 -0.893
H6 1.473 -3.138 -0.372
H7 3.848 -3.458 -3.051
H8 3.024 -4.199 -1.738
N5 -2.304 0.497 -3.087
C3 -1.120 0.938 -3.199
N6 -0.267 -0.013 -3.174
O3 -0.735 2.270 -3.062
H9 -3.155 1.075 -2.905
H10 -2.591 -0.341 -3.383
H11 -0.537 -0.998 -3.325
H12 0.739 0.146 -3.201
C4 -2.139 -2.505 0.662
C5 -2.567 -1.767 -0.568
O4 -2.774 -0.363 -0.552
H13 -1.387 -1.943 1.195
H14 -1.832 -3.607 0.500
H15 -3.004 -2.561 1.295
H16 -3.431 -2.279 -0.921
H17 -1.841 -2.022 -1.388
H18 -2.520 0.005 -1.465
C6 -1.878 2.344 3.767
C7 -1.327 1.461 2.719
O5 -2.215 1.550 1.561
H19 -2.733 1.982 4.222
H20 -2.044 3.405 3.413
H21 -1.305 2.286 4.657
H22 -1.423 0.391 2.934
H23 -0.364 1.842 2.368
H24 -3.105 1.217 1.807
C8 0.469 -1.909 4.377
C9 0.057 -0.733 5.291
O6 -1.341 -0.662 5.297
H25 1.530 -2.026 4.125
H26 0.008 -1.942 3.406
H27 0.232 -2.825 4.826
H28 0.558 0.084 4.948
H29 0.305 -0.829 6.400
H30 -1.567 0.091 5.779
C10 2.207 3.391 -4.276
C11 2.393 2.914 -2.791
O7 1.824 1.589 -2.609
H31 1.152 3.496 -4.618
H32 2.787 2.825 -4.980
H33 2.344 4.493 -4.432
H34 1.996 3.505 -2.069
H35 3.379 2.921 -2.427
H36 0.891 1.769 -2.709

***

Record 2
Here is a 8-piece molecular cluster, C11H38O8 overall from the Open Molecules 2025 dataset. Energies are from ωB97M-V with the def2-TZVPD basis set.

* energy above the lowest of the compared OMol25 structures with the same formula, charge and spin: 0.9001 eV
* E_tot: -1043.755203 a.u.
* highest occupied orbital energy: -9.4 eV

Positions of all 57 atoms, in Å:
C1 1.738 1.458 2.936
C2 2.292 1.825 1.568
O1 2.349 0.704 0.704
H1 0.691 1.150 2.896
H2 1.774 2.347 3.578
H3 2.296 0.669 3.440
H4 3.294 2.248 1.637
H5 1.657 2.630 1.172
H6 1.466 0.566 0.330
C3 -0.404 -2.449 2.270
C4 0.588 -1.475 2.865
O2 1.550 -2.157 3.660
H7 -0.975 -2.957 3.052
H8 0.113 -3.212 1.689
H9 -1.133 -1.920 1.655
H10 0.041 -0.753 3.488
H11 1.087 -0.901 2.079
H12 2.383 -1.684 3.597
C5 2.080 -1.636 -4.272
C6 0.836 -1.098 -3.607
O3 0.063 -2.226 -3.147
H13 1.855 -2.446 -4.960
H14 2.776 -1.974 -3.503
H15 2.609 -0.845 -4.808
H16 0.227 -0.514 -4.305
H17 1.074 -0.474 -2.740
H18 -0.616 -1.876 -2.551
C7 -1.167 2.412 -2.222
C8 0.189 2.998 -1.891
O4 0.033 4.418 -1.796
H19 -1.047 1.339 -2.400
H20 -1.563 2.848 -3.139
H21 -1.859 2.544 -1.392
H22 0.908 2.741 -2.672
H23 0.503 2.614 -0.917
H24 0.900 4.799 -1.634
C9 -3.154 2.145 1.772
C10 -3.492 0.675 1.956
O5 -2.347 -0.036 2.412
H25 -2.517 2.505 2.575
H26 -4.066 2.721 1.623
H27 -2.600 2.253 0.834
H28 -3.819 0.262 0.987
H29 -4.376 0.525 2.585
H30 -2.646 -0.804 2.905
C11 1.940 -2.528 -0.352
O6 1.491 -3.621 -1.137
H31 1.111 -1.864 -0.079
H32 2.365 -2.926 0.568
H33 2.672 -1.914 -0.887
H34 0.879 -3.243 -1.783
O7 -0.370 0.154 0.156
H35 -0.959 0.114 0.919
H36 -0.839 -0.296 -0.558
O8 -2.244 -1.245 -1.661
H37 -2.802 -1.996 -1.433
H38 -2.834 -0.596 -2.060

***

Record 3
Here is C11H39BMoN4P2 as an isolated structure from the Open Molecules 2025 dataset. Energies are from ωB97M-V with the def2-TZVPD basis set.

* E_tot: -1436.053508 a.u.
* 2S+1: 4
* highest occupied orbital energy (alpha / beta): -17.3 / -17.3 eV
* charge: +3
* <S²>: 3.77

Positions of all 58 atoms, in Å:
Mo1 0.385 -0.144 -0.462
H1 2.278 -1.151 -3.303
H2 1.476 0.559 -2.049
P1 -1.330 -0.669 -2.067
P2 2.331 -1.122 0.478
C1 2.448 -2.833 1.132
H3 3.377 -2.938 1.719
H4 1.578 -3.058 1.768
H5 2.437 -3.548 0.297
C2 3.972 -0.876 -0.310
H6 4.158 0.197 -0.480
H7 4.748 -1.267 0.372
H8 4.000 -1.379 -1.287
C3 2.685 -0.213 2.056
H9 1.865 -0.296 2.783
H10 3.604 -0.628 2.499
H11 2.835 0.859 1.863
C4 -1.108 -1.276 -3.793
H12 -2.063 -1.247 -4.347
H13 -0.356 -0.676 -4.327
H14 -0.742 -2.312 -3.780
C5 -2.804 -1.596 -1.472
H15 -3.139 -1.182 -0.509
H16 -3.635 -1.540 -2.193
H17 -2.536 -2.646 -1.289
C6 -2.181 0.939 -2.420
H18 -1.503 1.659 -2.901
H19 -3.049 0.781 -3.080
H20 -2.535 1.406 -1.490
H21 1.524 1.748 -3.299
H22 2.850 1.569 -2.304
H23 3.891 -0.059 -3.724
H24 2.222 0.075 -4.874
B1 2.679 -0.080 -3.761
N1 2.096 1.062 -2.784
H25 1.075 -1.265 -1.412
H26 -0.136 -1.675 -0.313
C7 -0.823 -1.071 2.890
N2 -1.035 0.375 2.939
C8 -0.728 1.098 4.177
C9 -1.079 1.147 1.782
N3 -0.017 1.290 0.946
N4 -2.227 1.785 1.522
C10 -3.407 1.526 2.337
C11 -2.288 2.912 0.590
H27 -1.718 -1.581 2.499
H28 -0.636 -1.445 3.903
H29 0.045 -1.352 2.265
H30 -0.833 2.174 3.977
H31 -1.435 0.826 4.975
H32 0.309 0.922 4.504
H33 0.471 2.202 1.061
H34 -3.532 2.331 3.077
H35 -4.306 1.460 1.709
H36 -3.273 0.578 2.868
H37 -1.397 2.943 -0.044
H38 -3.162 2.845 -0.067
H39 -2.326 3.856 1.153

***

Record 4
Here is C11H40AsF6N6O9 as an isolated structure from the Open Molecules 2025 dataset. Energies are from ωB97M-V with the def2-TZVPD basis set.

* E_tot: -4283.896338 a.u.
* highest occupied orbital energy: -8.0 eV
* charge: -1

Positions of all 73 atoms, in Å:
As1 0.427 0.148 0.502
F1 -0.196 -0.595 -0.968
F2 -1.071 1.259 0.651
F3 1.130 0.904 1.967
F4 1.912 -0.970 0.412
F5 1.329 1.373 -0.489
F6 -0.409 -1.167 1.434
C1 8.543 -3.645 2.299
O1 8.181 -2.715 1.326
H1 8.097 -3.369 3.254
H2 8.011 -4.552 2.009
H3 9.601 -3.797 2.511
H4 7.230 -2.821 1.245
C2 -4.504 2.708 -5.271
O2 -4.163 1.372 -5.423
H5 -4.339 2.986 -4.230
H6 -3.906 3.224 -6.023
H7 -5.531 2.828 -5.616
H8 -4.256 0.901 -4.592
C3 -6.754 -5.311 4.241
O3 -5.747 -4.361 4.507
H9 -7.724 -4.914 4.537
H10 -6.760 -5.563 3.180
H11 -6.618 -6.243 4.791
H12 -4.943 -4.789 4.204
C4 4.764 -5.920 -4.035
O4 4.737 -7.359 -3.731
H13 5.544 -5.750 -4.777
H14 3.798 -5.673 -4.476
H15 5.069 -5.285 -3.204
H16 4.423 -7.784 -4.532
C5 -7.426 -0.553 0.318
O5 -7.489 0.448 -0.600
H17 -8.173 -1.301 0.053
H18 -6.399 -0.891 0.458
H19 -7.850 -0.171 1.247
H20 -6.779 1.073 -0.434
C6 -0.461 7.955 1.513
O6 -0.470 9.142 1.277
N1 -1.279 7.372 2.329
N2 0.405 7.160 0.893
H21 -1.929 8.047 2.705
H22 -1.365 6.366 2.330
H23 0.349 6.201 1.206
H24 1.182 7.493 0.341
C7 -3.481 2.010 7.368
O7 -3.502 3.051 8.053
N3 -4.530 1.259 7.313
N4 -2.403 1.546 6.766
H25 -4.484 0.350 6.876
H26 -5.352 1.524 7.837
H27 -2.581 0.655 6.325
H28 -1.499 1.992 6.821
C8 -2.039 -8.062 1.457
O8 -1.651 -7.898 2.544
N5 -2.543 -9.116 0.893
N6 -1.919 -7.132 0.559
H29 -3.067 -9.049 0.032
H30 -2.514 -9.989 1.399
H31 -1.730 -6.270 1.050
H32 -2.009 -7.326 -0.428
C9 6.929 7.010 -5.625
C10 5.997 5.840 -5.637
C11 6.691 4.515 -5.158
O9 4.973 6.052 -4.766
H33 7.583 6.893 -4.761
H34 6.483 7.991 -5.460
H35 7.581 7.096 -6.494
H36 5.648 5.692 -6.659
H37 6.868 4.651 -4.091
H38 7.679 4.449 -5.614
H39 6.085 3.621 -5.307
H40 4.591 5.181 -4.634

***

Record 5
Here is a 9-piece molecular cluster, C11H40N17O12P overall from the Open Molecules 2025 dataset. Energies are from ωB97M-V with the def2-TZVPD basis set.

* E_tot: -2618.490106 a.u.
* highest occupied orbital energy: -9.1 eV

Positions of all 81 atoms, in Å:
C1 4.021 -1.982 -2.098
C2 3.509 -0.459 -2.367
N1 2.215 -0.593 -3.119
O1 1.330 0.436 -2.844
C3 0.648 0.205 -1.621
O2 0.687 1.130 -0.768
O3 -0.026 -0.982 -1.244
P1 -0.985 -1.605 -2.530
O4 -0.147 -2.411 -3.546
H1 3.229 -2.552 -1.500
H2 4.965 -1.884 -1.468
H3 4.238 -2.460 -3.108
H4 3.413 0.055 -1.351
H5 4.328 0.090 -2.943
H6 2.473 -0.453 -4.112
H7 -1.918 -2.521 -1.952
H8 -1.636 -0.523 -3.232
N2 -1.916 2.266 -1.278
C4 -3.139 2.495 -1.806
N3 -3.262 3.677 -2.455
O5 -4.066 1.695 -1.706
H9 -1.143 2.910 -1.350
H10 -1.784 1.398 -0.787
H11 -4.159 3.886 -2.864
H12 -2.517 4.344 -2.548
N4 2.562 -1.475 1.718
C5 3.453 -0.774 2.455
N5 3.434 0.564 2.245
O6 4.219 -1.308 3.250
H13 1.927 -1.057 1.062
H14 2.546 -2.473 1.846
H15 4.083 1.122 2.776
H16 2.814 1.020 1.599
N6 -2.202 -4.803 1.727
C6 -2.039 -4.877 0.383
N7 -1.528 -6.050 -0.063
O7 -2.331 -3.957 -0.368
H17 -1.969 -5.545 2.360
H18 -2.580 -3.946 2.096
H19 -1.392 -6.142 -1.057
H20 -1.282 -6.816 0.536
N8 3.627 -6.048 -3.674
C7 3.324 -5.939 -2.356
N9 3.224 -7.121 -1.697
O8 3.155 -4.862 -1.807
H21 3.769 -6.923 -4.144
H22 3.709 -5.193 -4.198
H23 3.001 -7.082 -0.716
H24 3.359 -8.017 -2.130
N10 3.870 -1.393 5.967
C8 2.678 -1.393 6.609
N11 2.752 -1.598 7.950
O9 1.615 -1.223 6.027
H25 4.751 -1.530 6.427
H26 3.857 -1.243 4.962
H27 1.886 -1.605 8.462
H28 3.612 -1.739 8.447
N12 -3.813 1.464 1.247
C9 -4.045 2.534 2.043
N13 -3.507 2.446 3.286
O10 -4.688 3.506 1.671
H29 -3.288 0.658 1.534
H30 -4.198 1.491 0.310
H31 -3.658 3.223 3.908
H32 -2.977 1.658 3.611
N14 2.265 3.159 -2.626
C10 1.517 4.276 -2.457
N15 1.962 5.366 -3.131
O11 0.516 4.302 -1.751
H33 3.087 3.117 -3.201
H34 1.965 2.329 -2.141
H35 1.432 6.216 -3.031
H36 2.778 5.368 -3.715
N16 -6.230 5.871 -0.344
C11 -7.111 6.861 -0.066
N17 -7.543 6.889 1.221
O12 -7.488 7.667 -0.906
H37 -5.908 5.200 0.334
H38 -5.885 5.816 -1.287
H39 -8.199 7.611 1.468
H40 -7.246 6.238 1.924

***

Record 6
Here is a 10-piece molecular cluster, C11H42O10 overall from the Open Molecules 2025 dataset. Energies are from ωB97M-V with the def2-TZVPD basis set.

* energy above the lowest of the compared OMol25 structures with the same formula, charge and spin: 0.9572 eV
* E_tot: -1196.565132 a.u.
* highest occupied orbital energy: -9.6 eV

Positions of all 63 atoms, in Å:
C1 -10.830 -3.615 -9.783
C2 -9.322 -3.483 -9.806
O1 -8.833 -2.655 -8.748
H1 -11.234 -3.866 -10.770
H2 -11.262 -2.618 -9.636
H3 -11.214 -4.352 -9.081
H4 -9.046 -2.972 -10.725
H5 -8.834 -4.451 -9.685
H6 -9.332 -2.804 -7.938
C3 -5.790 -5.114 -9.870
C4 -6.161 -6.273 -10.754
O2 -5.947 -7.513 -10.095
H7 -5.613 -4.258 -10.531
H8 -4.832 -5.227 -9.363
H9 -6.593 -4.871 -9.183
H10 -5.560 -6.330 -11.669
H11 -7.201 -6.216 -11.062
H12 -5.016 -7.608 -9.858
C5 -8.916 -6.567 -13.416
C6 -8.486 -7.976 -13.056
O3 -9.495 -8.918 -13.483
H13 -8.219 -5.810 -13.035
H14 -9.909 -6.325 -13.034
H15 -8.954 -6.388 -14.495
H16 -8.300 -8.070 -11.986
H17 -7.531 -8.210 -13.542
H18 -9.326 -9.106 -14.410
C7 -5.806 -1.184 -7.742
O4 -6.108 -2.017 -8.815
H19 -6.615 -0.474 -7.490
H20 -5.618 -1.712 -6.793
H21 -4.948 -0.542 -7.948
H22 -6.996 -2.403 -8.697
C8 -3.544 -5.501 -13.882
O5 -4.135 -6.817 -13.994
H23 -2.519 -5.450 -14.255
H24 -4.128 -4.777 -14.460
H25 -3.592 -5.221 -12.832
H26 -3.721 -7.289 -14.720
C9 -3.231 -2.625 -11.579
O6 -3.047 -2.332 -12.944
H27 -4.285 -2.632 -11.332
H28 -2.832 -3.629 -11.375
H29 -2.681 -1.924 -10.948
H30 -2.125 -2.158 -13.135
C10 -8.780 -7.552 -7.584
O7 -7.836 -6.954 -6.750
H31 -9.791 -7.182 -7.428
H32 -8.536 -7.425 -8.647
H33 -8.794 -8.645 -7.443
H34 -6.933 -7.237 -6.995
C11 -4.759 -7.471 -5.641
O8 -5.238 -8.012 -6.864
H35 -5.566 -6.933 -5.150
H36 -4.486 -8.291 -4.964
H37 -3.880 -6.840 -5.777
H38 -4.463 -8.256 -7.392
O9 -3.291 -8.191 -9.139
H39 -3.072 -8.586 -9.994
H40 -2.678 -7.450 -9.041
O10 -6.765 -10.340 -10.008
H41 -6.455 -9.418 -10.029
H42 -7.688 -10.279 -9.742

***

Record 7
Here is C11H44HfN23O14 as an isolated structure from the Open Molecules 2025 dataset. Energies are from ωB97M-V with the def2-TZVPD basis set.

* E_tot: -2805.607858 a.u.
* highest occupied orbital energy: -15.0 eV
* charge: +3

Positions of all 93 atoms, in Å:
Hf1 -1.104 -2.156 3.199
N1 -0.185 -0.096 0.500
O1 -0.186 -0.927 1.490
O2 -1.208 0.554 0.348
O3 0.775 -0.083 -0.260
C1 2.187 -3.294 2.051
O4 1.045 -2.969 2.485
N2 3.345 -2.884 2.572
N3 2.273 -4.445 1.357
H1 4.162 -3.452 2.448
H2 3.257 -2.118 3.226
H3 1.477 -4.909 0.953
H4 3.187 -4.850 1.251
C2 1.129 -3.621 -2.065
O5 0.461 -4.159 -1.160
N4 1.431 -4.290 -3.179
N5 1.677 -2.347 -2.072
H5 1.020 -5.206 -3.269
H6 1.914 -3.785 -3.894
H7 2.168 -2.135 -2.917
H8 1.484 -1.664 -1.362
C3 -2.874 -2.948 0.120
O6 -2.450 -2.569 1.263
N6 -4.191 -2.888 -0.189
N7 -2.073 -3.271 -0.864
H9 -4.588 -3.535 -0.849
H10 -4.739 -2.467 0.544
H11 -1.074 -3.521 -0.749
H12 -2.566 -3.546 -1.701
C4 5.365 -0.495 -2.017
O7 5.655 0.100 -3.049
N8 4.297 -0.098 -1.279
N9 6.025 -1.621 -1.628
H13 4.114 -0.406 -0.344
H14 3.743 0.622 -1.699
H15 6.852 -1.912 -2.117
H16 5.802 -1.881 -0.683
C5 1.321 3.169 -0.960
O8 1.255 3.105 0.288
N10 1.466 2.091 -1.752
N11 1.331 4.331 -1.622
H17 1.659 2.189 -2.733
H18 1.318 1.169 -1.333
H19 1.370 4.441 -2.619
H20 1.332 5.103 -0.971
C6 -2.687 -1.157 -3.643
O9 -3.577 -0.817 -4.401
N12 -2.598 -0.568 -2.407
N13 -1.655 -1.996 -3.913
H21 -3.340 0.104 -2.294
H22 -1.764 -0.465 -1.857
H23 -1.598 -2.498 -4.782
H24 -0.928 -1.957 -3.222
C7 -1.435 2.791 -3.997
O10 -1.675 3.809 -4.627
N14 -0.373 2.029 -4.310
N15 -2.079 2.390 -2.859
H25 0.039 1.267 -3.805
H26 0.097 2.233 -5.178
H27 -1.760 1.570 -2.390
H28 -2.920 2.874 -2.592
C8 -2.324 4.518 0.509
O11 -3.541 4.583 0.360
N16 -1.610 3.382 0.464
N17 -1.652 5.599 1.041
H29 -0.604 3.264 0.453
H30 -2.161 2.671 0.007
H31 -0.840 5.358 1.586
H32 -2.199 6.396 1.315
C9 3.563 0.317 2.387
O12 2.575 0.396 3.138
N18 3.772 1.045 1.264
N19 4.730 -0.123 2.941
H33 2.875 1.408 0.956
H34 4.673 1.454 1.100
H35 4.952 -0.320 3.899
H36 5.455 -0.312 2.265
C10 -4.318 -0.444 2.959
O13 -3.190 -0.982 3.106
N20 -5.283 -0.580 3.884
N21 -4.539 0.456 1.990
H37 -6.224 -0.288 3.675
H38 -5.067 -0.981 4.780
H39 -3.844 0.570 1.271
H40 -5.472 0.836 1.980
C11 -1.200 1.525 4.110
O14 -1.073 0.318 3.775
N22 -1.506 2.529 3.294
N23 -0.960 1.863 5.401
H41 -2.034 3.360 3.494
H42 -1.255 2.284 2.343
H43 -1.153 2.815 5.671
H44 -0.955 1.147 6.105